No. 1
{"formula": "C23H36AuN3O3Si", "method": "ωB97M-V with the def2-TZVPD basis set", "gap_ev": [7.5, 5.3], "total_charge": 0, "s2": 2.051, "spin_multiplicity": 3, "species": ["Au", "C", "O", "C", "C", "C", "C", "C", "C", "O", "C", "O", "C", "H", "H", "H", "H", "H", "H", "H", "H", "H", "N", "C", "N", "C", "N", "C", "C", "C", "C", "Si", "C", "C", "C", "C", "C", "C", "C", "C", "H", "H", "H", "H", "H", "H", "H", "H", "H", "H", "H", "H", "H", "H", "H", "H", "H", "H", "H", "H", "H", "H", "H", "H", "H", "H", "H"], "coordinates": [[0.53584, 0.01997, 0.53618], [7.32000, -1.11327, 1.02717], [6.75497, -2.40498, 0.80961], [5.47523, -2.45400, 0.39660], [4.95377, -3.76769, 0.25855], [3.63813, -3.98968, -0.16013], [2.79278, -2.94549, -0.42813], [1.34301, -3.19398, -0.72984], [0.96541, -4.30678, -1.66295], [0.49231, -2.49152, -0.22667], [3.31876, -1.58470, -0.34425], [2.63465, -0.60774, -0.69079], [4.68325, -1.38007, 0.10149], [8.31464, -1.28767, 1.42436], [6.72509, -0.54967, 1.74671], [7.38739, -0.57044, 0.08277], [5.60300, -4.59988, 0.49170], [3.28675, -5.01038, -0.23437], [1.65353, -5.14800, -1.67158], [0.96261, -3.88097, -2.67092], [-0.04432, -4.63261, -1.42620], [5.00898, -0.35486, 0.15962], [1.37426, 0.98721, 2.24022], [1.65190, 2.06955, 2.60261], [2.06326, 3.19049, 3.02224], [1.23865, 4.04106, 3.61936], [0.59442, 4.83576, 4.15480], [-0.85168, 1.76548, -2.71292], [-1.71183, 0.67548, -2.06057], [-1.11665, -0.65086, -2.56720], [-3.13442, 0.82013, -2.62295], [-1.67288, 0.80093, -0.13970], [-2.91029, -0.35991, 0.74187], [-3.02829, -1.74611, 0.09132], [-4.31820, 0.26097, 0.78231], [-2.46882, -0.62331, 2.19105], [-1.79446, 2.60025, 0.48491], [-2.00513, 2.65377, 2.00692], [-0.51922, 3.41537, 0.19239], [-2.97266, 3.34689, -0.16724], [-0.82784, 1.58834, -3.79377], [0.17985, 1.74552, -2.35643], [-1.23947, 2.77142, -2.56068], [-1.19674, -0.67039, -3.66036], [-1.61054, -1.53546, -2.18204], [-0.05829, -0.72318, -2.31191], [-3.07843, 0.81543, -3.71721], [-3.61327, 1.75489, -2.32810], [-3.79318, 0.00437, -2.33231], [-3.47319, -1.72029, -0.90171], [-3.68833, -2.35529, 0.71816], [-2.06944, -2.25988, 0.02402], [-4.71105, 0.49779, -0.20551], [-4.36234, 1.16969, 1.38403], [-5.00393, -0.46162, 1.23812], [-1.53382, -1.18565, 2.23014], [-3.23574, -1.22936, 2.68611], [-2.33087, 0.27816, 2.78049], [-1.24022, 2.10134, 2.55422], [-2.98009, 2.27129, 2.31652], [-1.94750, 3.69593, 2.33231], [0.36469, 2.98108, 0.65133], [-0.64402, 4.41671, 0.61651], [-0.30998, 3.53711, -0.86658], [-3.93290, 2.85666, 0.00129], [-2.84912, 3.48182, -1.24220], [-3.03796, 4.34480, 0.27719]], "lowdin_charge": [0.8199, -0.0518, -0.0652, -0.2772, 0.0697, -0.0055, -0.0514, -0.3718, 0.0150, 0.0145, -0.3394, -0.0106, 0.0926, 0.0959, 0.1015, 0.1002, 0.1291, 0.1187, 0.0746, 0.1056, 0.0946, 0.1237, -0.0025, -0.4066, 0.0745, -0.4037, 0.0943, -0.1112, -0.6255, -0.1163, -0.0887, 0.7558, -0.6254, -0.1042, -0.0906, -0.1130, -0.6148, -0.1034, -0.1011, -0.0895, 0.0860, 0.0786, 0.0631, 0.0854, 0.0566, 0.0550, 0.0866, 0.0664, 0.0658, 0.0666, 0.0853, 0.0578, 0.0697, 0.0612, 0.0875, 0.0634, 0.0868, 0.0544, 0.0585, 0.0639, 0.0868, 0.0359, 0.0907, 0.0567, 0.0669, 0.0629, 0.0906]}


No. 2
{"formula": "C28H34F12MnN4O20S4", "method": "ωB97M-V with the def2-TZVPD basis set", "relative_energy_kj_mol": 416.70, "gap_ev": [7.2, 6.4], "total_charge": 0, "s2": 8.755, "spin_multiplicity": 6, "species": ["Mn", "C", "F", "F", "F", "S", "O", "O", "N", "S", "O", "O", "C", "F", "F", "F", "C", "F", "F", "F", "S", "O", "O", "N", "S", "O", "O", "C", "F", "F", "F", "C", "C", "C", "O", "C", "O", "O", "H", "H", "H", "H", "H", "H", "C", "C", "C", "O", "C", "O", "O", "H", "H", "H", "H", "H", "H", "C", "C", "C", "O", "C", "O", "O", "H", "H", "H", "H", "H", "H", "C", "C", "C", "O", "C", "O", "O", "H", "H", "H", "H", "H", "H", "N", "C", "C", "C", "C", "H", "H", "H", "H", "H", "N", "C", "C", "C", "C", "H", "H", "H", "H", "H"], "coordinates": [[28.35256, -16.87309, -21.30432], [24.67128, -18.50963, -20.31770], [25.45365, -19.17384, -19.47563], [24.65542, -19.12064, -21.47749], [23.46380, -18.46476, -19.78772], [25.38447, -16.71653, -20.50209], [24.20273, -15.88377, -20.50485], [26.30959, -16.38807, -19.43491], [26.44301, -16.98009, -21.89145], [25.49672, -16.34989, -23.02600], [24.12983, -16.77846, -23.01235], [25.65378, -14.92747, -23.14479], [26.23181, -17.10655, -24.58062], [26.04271, -18.42227, -24.55908], [25.63430, -16.52587, -25.60880], [27.53305, -16.85115, -24.70194], [29.26092, -13.88055, -24.40184], [29.43136, -14.67900, -25.42809], [29.65312, -12.65423, -24.62833], [27.97704, -13.76801, -24.08352], [30.29782, -14.62434, -22.84917], [30.97358, -15.84555, -23.20309], [31.26808, -13.61176, -22.49794], [29.07354, -15.06415, -21.61407], [28.57995, -13.59405, -21.13626], [29.01506, -12.45878, -21.92365], [27.22942, -13.67359, -20.66106], [29.52193, -13.32249, -19.50897], [30.83548, -13.44897, -19.64816], [29.33657, -12.06720, -19.14055], [29.05997, -14.17022, -18.60421], [31.41654, -21.28578, -19.43935], [30.21235, -21.37428, -20.35692], [28.97427, -21.97835, -19.60480], [28.13933, -20.80968, -19.36760], [28.59527, -19.75820, -20.01944], [27.92284, -18.75286, -20.21615], [29.71029, -20.03540, -20.61085], [31.48442, -22.30068, -19.03695], [31.16719, -20.67336, -18.57116], [32.34133, -20.99039, -19.92373], [30.50712, -21.91076, -21.25458], [29.22356, -22.26148, -18.58737], [28.39161, -22.60860, -20.26932], [24.53910, -21.40693, -24.00451], [24.41208, -22.70767, -24.75199], [23.89021, -22.60694, -26.20588], [24.97386, -23.03929, -27.01748], [26.01091, -23.47274, -26.23084], [27.02560, -23.98689, -26.59700], [25.70783, -23.27215, -24.97187], [24.65967, -21.63524, -22.94737], [23.56108, -20.91088, -24.05671], [25.15968, -20.65180, -24.48034], [23.92740, -23.48667, -24.16257], [23.69855, -21.55731, -26.44583], [22.94495, -23.11639, -26.38864], [21.09635, -18.14536, -22.44738], [20.48326, -18.67253, -21.14709], [19.19891, -17.96088, -20.77107], [18.46880, -18.98958, -20.09989], [18.93464, -20.19669, -20.55723], [18.39960, -21.24701, -20.41241], [19.94779, -19.96417, -21.40101], [21.53775, -18.93040, -23.06223], [21.92986, -17.45377, -22.31832], [20.33714, -17.62937, -23.03230], [21.10691, -18.76567, -20.25747], [18.67680, -17.32322, -21.48881], [19.41349, -17.16290, -20.04971], [26.23917, -21.00876, -29.23152], [27.17811, -20.38222, -28.21303], [28.69885, -20.33805, -28.38868], [28.98895, -18.98958, -28.00646], [27.84916, -18.25994, -27.76297], [27.83284, -17.10883, -27.47228], [26.78005, -19.00989, -28.04173], [25.19034, -20.74491, -29.11779], [26.36040, -22.08669, -29.32307], [26.48933, -20.60476, -30.21987], [26.86969, -20.82038, -27.25673], [29.02050, -20.52225, -29.41093], [29.12531, -20.90412, -27.56308], [21.30153, -12.39779, -21.24667], [21.04412, -13.73895, -21.02215], [19.71034, -13.87177, -20.67922], [19.14982, -12.58841, -20.79048], [20.14167, -11.69807, -21.01602], [22.16222, -11.99019, -21.56105], [21.79323, -14.51208, -21.07651], [19.32533, -14.80436, -20.30128], [18.12901, -12.25896, -20.66184], [20.05178, -10.63138, -21.13935], [26.46923, -18.07177, -15.07597], [27.54383, -17.33574, -14.67947], [28.63210, -17.66390, -15.47218], [28.13664, -18.63188, -16.39304], [26.80749, -18.87393, -16.12200], [25.56370, -18.00775, -14.64772], [27.36180, -16.62923, -13.88603], [29.62163, -17.24203, -15.48556], [28.53771, -19.22234, -17.20404], [26.11227, -19.51789, -16.63266]], "lowdin_charge": [1.0685, -0.6585, 0.1344, 0.1538, 0.1636, 0.7077, -0.2546, -0.2932, -0.3814, 0.5615, -0.2784, -0.2504, -0.6698, 0.1345, 0.1680, 0.1301, -0.6439, 0.1823, 0.1841, 0.1281, 0.7065, -0.3189, -0.2780, -0.4007, 0.5970, -0.2652, -0.2620, -0.6818, 0.1410, 0.1576, 0.1451, -0.0147, -0.2415, -0.0064, 0.0767, -0.5661, 0.0378, 0.1132, 0.0952, 0.0992, 0.0938, 0.1582, 0.1401, 0.1427, -0.0160, -0.2866, -0.0797, 0.0432, -0.5838, 0.1515, 0.0836, 0.0863, 0.0921, 0.0776, 0.1558, 0.1290, 0.1341, 0.0069, -0.2987, -0.1153, 0.0679, -0.5557, 0.1671, 0.0739, 0.0806, 0.0575, 0.0873, 0.1441, 0.1352, 0.1215, -0.0204, -0.3020, -0.0576, 0.0459, -0.5548, 0.1631, 0.0799, 0.0865, 0.0868, 0.0879, 0.1367, 0.1388, 0.1364, 0.0223, -0.1175, -0.1104, -0.1366, -0.1510, 0.1443, 0.0946, 0.0701, 0.0923, 0.1067, 0.0038, -0.1327, -0.0866, -0.1191, -0.1367, 0.1472, 0.1088, 0.0861, 0.0675, 0.1051]}


No. 3
{"formula": "C44H62BN2O4PPt", "method": "ωB97M-V with the def2-TZVPD basis set", "relative_energy_kj_mol": 447.03, "gap_ev": [6.2, 6.2], "total_charge": 0, "species": ["Pt", "C", "C", "C", "C", "C", "C", "C", "C", "C", "C", "C", "C", "C", "C", "C", "C", "C", "C", "C", "C", "C", "P", "C", "C", "C", "C", "C", "C", "C", "C", "H", "H", "H", "H", "H", "H", "H", "H", "H", "H", "H", "H", "H", "H", "H", "H", "H", "H", "H", "H", "H", "H", "H", "H", "H", "H", "H", "H", "H", "H", "H", "H", "H", "H", "H", "H", "H", "H", "H", "H", "H", "H", "H", "H", "H", "C", "C", "C", "C", "C", "C", "C", "C", "O", "B", "O", "C", "C", "H", "H", "H", "H", "H", "H", "H", "H", "H", "H", "H", "H", "C", "N", "C", "C", "C", "O", "N", "C", "O", "H", "H", "H", "H", "H"], "coordinates": [[0.55350, -0.36177, -1.25267], [-0.09318, -0.07947, -5.89824], [-1.45694, -0.12341, -5.20946], [-2.49638, 0.66902, -6.01148], [-1.40282, 0.42831, -3.80866], [-2.21351, -0.08139, -2.80576], [-2.19481, 0.36823, -1.48203], [-3.39794, -0.15980, -0.71061], [-3.35018, -0.40206, 0.79401], [-4.57583, 0.76522, -1.07011], [-1.25831, 1.39385, -1.13929], [-0.71348, 2.12983, -2.23502], [-0.70653, 1.59050, -3.51618], [-0.51814, 3.61923, -2.09428], [-1.89964, 4.26956, -2.28357], [0.46396, 4.22141, -3.09620], [-1.01002, 1.87846, 0.26535], [-2.06360, 2.48776, 0.94072], [-2.01421, 2.78632, 2.29225], [-0.90146, 2.41729, 3.02221], [0.19488, 1.89940, 2.35655], [0.20347, 1.69150, 0.97987], [1.83370, 1.36524, 0.14304], [2.66112, 3.13547, 0.62216], [2.74583, 3.47954, 2.11330], [4.04201, 3.22152, -0.03185], [1.84682, 4.28241, 0.02945], [3.12526, 0.13597, 0.96016], [3.90313, 0.54043, 2.21477], [2.52965, -1.22719, 1.29080], [4.10627, -0.09595, -0.19252], [-0.11267, -0.67520, -6.80795], [0.67480, -0.47698, -5.23905], [0.17403, 0.93959, -6.16912], [-1.78544, -1.16696, -5.15023], [-2.23824, 1.72636, -6.02988], [-3.48269, 0.56961, -5.56339], [-2.54430, 0.31186, -7.03719], [-2.89994, -0.87169, -3.06898], [-3.62647, -1.13247, -1.15916], [-2.90703, 0.41806, 1.34350], [-2.79479, -1.30895, 1.00495], [-4.36455, -0.55533, 1.15892], [-4.48372, 1.73518, -0.58953], [-5.51041, 0.31282, -0.74997], [-4.62059, 0.91971, -2.14736], [-0.22446, 2.13070, -4.31275], [-0.21150, 3.83486, -1.07727], [-2.30266, 4.04032, -3.26778], [-1.81571, 5.35018, -2.18311], [-2.60473, 3.91312, -1.53755], [0.01776, 4.27268, -4.08650], [1.37189, 3.62628, -3.15765], [0.72401, 5.23630, -2.80458], [-2.96356, 2.71843, 0.38768], [-2.86487, 3.25010, 2.77179], [-0.87499, 2.55838, 4.09559], [1.07244, 1.62060, 2.91622], [3.11287, 2.68711, 2.74387], [1.77211, 3.78842, 2.48321], [3.42410, 4.32549, 2.22566], [4.79837, 2.65861, 0.50377], [4.37198, 4.26176, -0.04671], [3.99794, 2.87235, -1.06181], [0.83534, 4.29391, 0.42938], [1.83792, 4.23923, -1.05148], [2.31187, 5.22657, 0.31818], [3.24210, 0.67775, 3.06879], [4.52118, 1.41884, 2.07366], [4.57690, -0.28016, 2.46706], [1.83182, -1.17029, 2.12139], [3.33774, -1.90060, 1.57493], [2.04137, -1.65654, 0.41578], [4.68547, 0.78122, -0.45247], [3.57160, -0.42956, -1.08156], [4.80806, -0.88368, 0.07660], [-2.23960, -4.25502, 6.49688], [-1.85678, -2.89880, 5.89926], [-0.70908, -2.31142, 6.73258], [-3.08910, -1.98665, 5.98967], [-1.43409, -2.98989, 4.43814], [-1.35843, -4.19150, 3.74142], [-1.00906, -4.26511, 2.39790], [-0.72597, -3.08444, 1.74551], [-0.36168, -2.82788, 0.45912], [-0.19434, -1.45195, 0.34611], [-0.46589, -0.86578, 1.58684], [-0.79187, -1.87005, 2.43937], [-1.13797, -1.80206, 3.76979], [-2.56988, -4.12162, 7.52587], [-1.39315, -4.93837, 6.50234], [-3.05847, -4.70434, 5.94034], [-1.01574, -2.20446, 7.77177], [-0.40973, -1.33428, 6.36485], [0.15777, -2.96833, 6.69435], [-3.45195, -1.94714, 7.01506], [-3.88092, -2.37813, 5.35415], [-2.86144, -0.97448, 5.66742], [-1.57216, -5.12209, 4.24324], [-0.96503, -5.21694, 1.89529], [-1.18290, -0.84180, 4.25807], [4.28403, -4.08112, -3.91739], [2.96210, -3.60252, -3.60212], [1.85777, -4.33718, -3.85877], [0.62922, -3.89326, -3.52568], [0.52090, -2.61229, -2.87509], [-0.56407, -2.13782, -2.49567], [1.64802, -1.88592, -2.66894], [2.87713, -2.32284, -3.00024], [3.90787, -1.69909, -2.82878], [4.22810, -4.89978, -4.63164], [4.78919, -4.42203, -3.01020], [4.86518, -3.25924, -4.33558], [2.01518, -5.28832, -4.35322], [-0.26613, -4.45946, -3.70660]], "lowdin_charge": [0.9244, -0.0580, -0.3728, -0.0566, -0.2065, -0.0368, -0.1373, -0.3294, -0.0244, -0.0431, -0.1614, -0.1709, 0.0072, -0.3688, -0.0286, -0.0764, -0.1857, -0.0557, -0.0646, -0.0685, -0.1121, -0.3162, 1.1750, -0.6000, -0.0918, -0.1072, -0.1054, -0.6347, -0.0955, -0.0964, -0.1196, 0.0794, 0.0736, 0.0748, 0.1379, 0.0792, 0.0773, 0.0763, 0.1308, 0.1359, 0.0623, 0.0710, 0.0895, 0.0657, 0.0794, 0.0803, 0.1099, 0.0836, 0.0871, 0.0838, 0.0665, 0.0778, 0.0833, 0.0823, 0.1000, 0.1081, 0.1078, 0.0984, 0.0412, 0.0713, 0.0949, 0.0602, 0.0858, 0.0807, 0.0771, 0.0537, 0.0955, 0.0742, 0.0590, 0.0886, 0.0862, 0.0990, 0.0494, 0.0589, 0.0301, 0.0956, -0.0685, -0.5596, -0.0436, -0.0465, -0.1741, -0.0257, 0.0279, -0.1899, 0.1738, -0.6063, 0.0897, -0.2057, 0.0641, 0.0836, 0.0841, 0.0853, 0.0835, 0.0741, 0.0891, 0.0829, 0.0917, 0.0732, 0.1001, 0.1192, 0.1201, -0.0330, -0.0625, -0.0623, 0.0104, -0.5291, -0.0528, 0.1014, -0.5184, 0.0311, 0.0862, 0.0977, 0.0910, 0.1268, 0.1050]}


No. 4
{"formula": "C3H3N3O3", "method": "ωB97M-V with the def2-TZVPD basis set", "relative_energy_kj_mol": 479.83, "gap_ev": 8.9, "total_charge": 0, "species": ["C", "C", "C", "N", "N", "N", "O", "O", "O", "H", "H", "H"], "coordinates": [[1.88228, 0.65008, 0.03959], [1.11776, -0.72388, -0.06044], [-0.29919, 0.90637, 0.02725], [0.73711, 1.56565, 0.06625], [-0.26008, -0.47715, -0.10179], [-1.26767, -1.42620, -0.01303], [3.04443, 0.95034, 0.18294], [1.51590, -1.84767, 0.02684], [-1.89687, 1.75636, -0.05033], [-1.03123, -2.28609, 0.45531], [-1.87302, 2.67957, 0.33668], [-1.66943, -1.74739, -0.90929]], "lowdin_charge": [-0.2677, -0.3056, -0.1488, 0.1715, -0.0532, 0.1109, 0.1637, 0.1559, -0.1071, 0.0958, 0.0660, 0.1186]}